{"formula": "C2H10NO2S", "method": "ωB97M-V/def2-TZVPD", "symbols": ["C", "C", "S", "N", "H", "H", "H", "H", "H", "H", "H", "H", "O", "H", "H", "O"], "positions_angstrom": [[0.059465, 0.004021, 1.596317], [-0.036330, -0.859735, 0.310552], [0.165040, 0.083392, -1.299331], [0.627592, 1.353743, 1.449509], [0.608049, -0.535764, 2.373306], [-0.937613, 0.091909, 2.042169], [-1.019533, -1.308652, 0.235401], [0.743650, -1.646406, 0.245368], [0.065039, 1.900742, 0.785151], [1.402974, 1.207256, 0.797343], [0.236102, 2.200675, 2.882877], [-0.463582, 1.838396, 4.206473], [-0.325331, 2.585561, 3.623752], [-0.978310, -2.824841, -6.498708], [0.031467, -1.728506, -6.028036], [-0.178682, -2.361797, -6.722145]], "atomic_forces_ev_per_a": [[-0.70, -0.19, 0.04], [0.65, 0.38, -1.21], [-0.07, -0.09, 0.51], [0.50, -0.14, -0.89], [0.39, 0.08, -0.09], [-0.07, 0.24, -0.23], [-0.07, -0.33, 0.29], [-0.50, 0.32, 0.50], [-0.41, -0.50, 0.36], [0.35, 0.07, 0.38], [-0.34, 0.17, 0.24], [-0.07, -0.10, 0.13], [0.32, 0.08, -0.09], [-0.38, -0.01, 0.47], [-0.30, -0.19, 0.17], [0.70, 0.21, -0.58]], "lowdin_charge": [-0.37, -0.71, 0.04, -0.09, 0.09, 0.09, 0.01, 0.02, 0.05, 0.04, -0.02, 0.00, -0.14, 0.02, 0.04, -0.06], "spin_multiplicity": 1, "max_force_ha_per_bohr": 0.0277, "charge": -1, "homo_ev": -2.770, "de_lowest_ev": 0.521, "lumo_energy_ev": 3.3, "e_tot_ev": -18657.447}